# 1
C12H22ClN4 | ωB97M-V/def2-TZVPD

As for the net charge: +1. The energy above the lowest of the compared OMol25 structures with the same formula, charge and spin is 24.8 kcal/mol. The value obtained for the calculated total energy is -31277.0179 eV. The frontier orbital gap is 0.236 hartree. The calculation puts the HOMO energy at -9.1 eV. The calculation puts the largest force on an atom at 1.95 eV Å⁻¹.

Cartesian coordinates (Å):
Cl1 -1.593 3.696 1.200
N1 -3.221 -0.361 0.657
N2 -5.347 -0.692 0.955
N3 3.346 0.232 -0.415
N4 5.416 -0.365 -0.639
C1 -3.760 0.832 1.055
C2 6.765 -0.894 -0.400
C3 4.501 0.037 0.230
C4 -1.824 -0.575 0.309
C5 -5.067 0.600 1.342
C6 -1.493 0.062 -1.025
C7 -4.189 -1.270 0.593
C8 2.110 0.674 0.209
C9 1.420 1.816 -0.555
C10 4.841 -0.478 -1.896
C11 3.548 -0.072 -1.732
C12 -6.576 -1.440 1.216
H1 1.411 -0.163 0.263
H2 -3.107 1.682 1.197
H3 4.703 0.248 1.267
H4 6.811 -1.965 -0.553
H5 -1.368 1.148 -1.029
H6 -5.861 1.246 1.673
H7 2.672 -0.137 -2.357
H8 -0.542 -0.325 -1.396
H9 -2.256 -0.096 -1.791
H10 -7.376 -0.823 1.606
H11 -6.330 -2.181 1.979
H12 7.466 -0.255 -0.931
H13 2.326 1.041 1.209
H14 1.078 1.527 -1.545
H15 5.394 -0.843 -2.741
H16 -6.825 -1.999 0.317
H17 -1.193 -0.103 1.063
H18 7.017 -0.697 0.645
H19 2.179 2.597 -0.642
H20 -4.102 -2.307 0.316
H21 0.622 2.243 0.045
H22 -1.595 -1.638 0.300

=====

# 2
C4H12O2S2 | ωB97M-V/def2-TZVPD

As for the net charge: 0. The energy above the lowest of the compared OMol25 structures with the same formula, charge and spin is 19.4 kcal/mol. Its structure (SMILES) is CSSCCCO.O. The value obtained for the calculated total energy is -30106.9594 eV. The frontier orbital gap is 0.328 hartree. The calculation puts the HOMO energy at -8.3 eV. The calculation puts the largest force on an atom at 2.29 eV Å⁻¹.

Cartesian coordinates (Å):
S1 -1.361 1.156 0.634
S2 -0.575 1.519 -1.181
O1 0.647 -3.371 -1.603
O2 2.751 -0.451 1.729
C1 -0.286 0.382 1.928
C2 1.720 -0.601 0.772
C3 0.356 -0.899 1.379
C4 -1.527 0.778 -2.537
H1 -0.313 -1.292 0.584
H2 -0.903 0.157 2.795
H3 -0.905 0.124 -3.143
H4 2.207 -1.453 0.273
H5 -2.313 0.114 -2.186
H6 0.459 1.059 2.302
H7 -0.087 -3.991 -1.669
H8 1.685 0.243 0.053
H9 -1.908 1.611 -3.085
H10 2.543 -0.061 2.578
H11 0.470 -1.703 2.126
H12 0.596 -3.132 -0.673

=====

# 3
C4H6N2O2 | ωB97M-V/def2-TZVPD

As for the net charge: 0. The energy above the lowest of the compared OMol25 structures with the same formula, charge and spin is 116.0 kcal/mol. Its structure (SMILES) is O=CN1C[C@@H]1/C=N\O. The value obtained for the calculated total energy is -11316.0129 eV. The frontier orbital gap is 0.367 hartree. The calculation puts the HOMO energy at -9.6 eV. The calculation puts the largest force on an atom at 7.83 eV Å⁻¹.

Cartesian coordinates (Å):
O1 1.317 2.329 0.805
O2 -1.542 -1.448 -1.721
N1 0.005 0.377 1.330
N2 -0.696 -0.528 -2.160
C1 0.022 -0.134 -1.141
C2 0.151 1.771 1.172
C3 -0.222 -0.560 0.282
C4 1.083 -0.488 1.056
H1 1.375 -1.199 1.802
H2 -0.882 2.305 1.240
H3 -2.303 -1.566 -2.332
H4 0.703 0.636 -1.323
H5 1.957 -0.252 0.445
H6 -0.967 -1.244 0.545

=====

# 4
C3H5NOS | ωB97M-V/def2-TZVPD

As for the net charge: 0. The energy above the lowest of the compared OMol25 structures with the same formula, charge and spin is 28.6 kcal/mol. Its structure (SMILES) is CN(C=O)C=S. The value obtained for the calculated total energy is -17564.0265 eV. The frontier orbital gap is 0.322 hartree. The calculation puts the HOMO energy at -8.9 eV. The calculation puts the largest force on an atom at 3.32 eV Å⁻¹.

Cartesian coordinates (Å):
S1 -2.342 -1.386 0.570
O1 -0.317 2.018 -0.963
N1 -0.183 -0.009 0.001
C1 -0.841 1.220 -0.290
C2 1.299 -0.049 -0.164
C3 -0.733 -1.157 0.516
H1 -1.886 1.416 0.125
H2 1.566 -1.026 -0.460
H3 1.472 0.578 -0.974
H4 0.069 -1.862 0.865
H5 1.896 0.256 0.773

=====

# 5
C7H20NO3 | ωB97M-V/def2-TZVPD

As for the net charge: +2. The energy above the lowest of the compared OMol25 structures with the same formula, charge and spin is 0.0 kcal/mol. The value obtained for the calculated total energy is -15195.8858 eV. The frontier orbital gap (spin up / spin down) is 0.359 / 0.232 hartree. The calculation puts the HOMO energy (spin up / spin down) at -17.4 / -17.4 eV. The calculation puts the largest force on an atom at 2.77 eV Å⁻¹. The spin multiplicity is 2.

Cartesian coordinates (Å):
O1 -0.266 2.483 3.177
O2 -0.475 -2.890 0.329
O3 2.669 -1.730 -2.347
N1 0.278 -0.707 1.987
C1 -0.846 1.315 -1.159
C2 -1.859 0.773 -2.037
C3 1.001 0.420 1.224
C4 -2.015 -0.525 -2.310
C5 -1.312 2.103 -0.101
C6 1.241 -0.013 -0.201
C7 0.571 0.911 -1.400
H1 -0.507 -0.384 2.554
H2 -0.912 2.611 0.768
H3 0.949 -1.151 2.606
H4 3.196 -2.397 -1.877
H5 -1.338 -3.258 0.539
H6 0.401 1.273 1.504
H7 -0.105 -1.504 1.432
H8 -1.437 -1.341 -1.879
H9 1.305 1.711 -1.388
H10 0.086 -3.533 -0.084
H11 -2.518 1.514 -2.490
H12 1.881 0.688 1.795
H13 -2.399 2.135 -0.063
H14 0.513 2.788 3.640
H15 1.874 -1.900 -1.862
H16 -0.962 2.177 3.756
H17 -2.809 -1.010 -2.865
H18 2.277 0.136 -0.471
H19 0.996 -1.023 -0.468
H20 0.523 0.326 -2.310

=====

# 6
C36H44GdN5PS | ωB97M-V/def2-TZVPD

As for the net charge: +1. The value obtained for the calculated total energy is -86450.4969 eV. The frontier orbital gap (spin up / spin down) is 0.221 / 0.152 hartree. The calculation puts the HOMO energy (spin up / spin down) at -8.9 / -8.9 eV. The calculation puts the largest force on an atom at 2.03 eV Å⁻¹. The spin multiplicity is 8.

Cartesian coordinates (Å):
Gd1 -0.157 -0.441 1.370
S1 -0.602 4.490 2.638
P1 -0.218 0.154 -2.202
N1 1.711 -1.338 2.421
N2 -2.217 1.011 1.668
N3 0.187 -2.954 0.930
N4 -0.486 -0.210 -0.718
N5 0.195 0.689 3.471
C1 1.391 -0.651 -2.860
C2 -1.113 2.725 -1.507
C3 2.479 -0.554 -1.778
C4 1.219 2.990 3.591
C5 3.407 -1.199 4.120
C6 -0.205 2.577 -3.846
C7 -2.158 2.292 2.075
C8 3.511 -2.936 2.477
C9 -1.491 -0.454 -4.770
C10 2.302 -2.469 1.952
C11 1.081 -2.143 -3.029
C12 -0.595 -3.728 0.167
C13 4.080 -2.266 3.544
C14 0.162 2.110 3.223
C15 -0.125 -4.781 -0.587
C16 -2.050 -1.886 -2.780
C17 1.902 -0.094 -4.187
C18 -0.909 0.453 5.591
C19 -3.245 3.153 1.892
C20 1.303 2.460 -1.852
C21 -2.870 0.435 -2.886
C22 -1.685 -0.471 -3.257
C23 -0.947 0.237 4.272
C24 -4.400 2.688 1.304
C25 -4.457 1.362 0.892
C26 -0.915 2.782 2.668
C27 1.246 -5.044 -0.570
C28 -0.067 2.059 -2.416
C29 1.514 -3.240 0.988
C30 1.400 0.245 4.173
C31 2.066 -4.277 0.226
C32 2.201 -0.750 3.560
C33 0.938 4.290 3.332
C34 0.323 0.861 6.219
C35 -3.345 0.576 1.089
C36 1.479 0.630 5.538
H1 -1.218 2.449 -4.226
H2 0.429 -2.330 -3.882
H3 2.012 -2.688 -3.205
H4 0.330 1.153 7.260
H5 -1.435 -2.659 -3.235
H6 -1.179 0.525 -5.133
H7 -3.089 -2.100 -3.044
H8 0.618 -2.541 -2.125
H9 -0.759 -1.194 -5.098
H10 5.017 -2.617 3.955
H11 1.134 -0.138 -4.960
H12 3.981 -3.830 2.095
H13 -5.343 0.956 0.426
H14 0.019 3.647 -3.862
H15 2.119 2.171 -2.510
H16 0.484 2.081 -4.530
H17 -2.941 0.542 -1.803
H18 -1.652 -3.489 0.173
H19 3.794 -0.708 5.001
H20 -2.443 -0.700 -5.248
H21 -1.758 0.192 6.210
H22 -1.949 -1.944 -1.696
H23 -1.170 2.188 -0.560
H24 -2.786 1.420 -3.342
H25 -3.179 4.178 2.230
H26 2.996 0.403 -1.780
H27 1.346 3.546 -1.739
H28 2.750 -0.697 -4.524
H29 -5.251 3.343 1.171
H30 2.435 0.646 6.046
H31 -2.104 2.752 -1.955
H32 1.560 5.149 3.526
H33 3.129 -4.471 0.255
H34 2.050 -0.719 -0.788
H35 1.457 2.016 -0.866
H36 2.248 0.935 -4.101
H37 -0.818 3.758 -1.300
H38 -3.344 -0.464 0.778
H39 1.663 -5.841 -1.171
H40 -1.770 -0.256 3.772
H41 2.148 2.662 4.027
H42 -0.805 -5.368 -1.188
H43 -3.799 -0.013 -3.248
H44 3.230 -1.330 -1.948

=====

# 7
C11H5F3N4OS | ωB97M-V/def2-TZVPD

As for the net charge: 0. The energy above the lowest of the compared OMol25 structures with the same formula, charge and spin is 0.0 kcal/mol. Its structure (SMILES) is O=C(n1c2ccccc2c2nnc(S)nc21)C(F)(F)F. The value obtained for the calculated total energy is -38482.7848 eV. The frontier orbital gap is 0.306 hartree. The calculation puts the HOMO energy at -9.1 eV. The calculation puts the largest force on an atom at 3.68 eV Å⁻¹.

Cartesian coordinates (Å):
S1 -1.616 3.527 3.026
F1 -3.252 0.053 0.372
F2 -4.203 0.022 -1.603
F3 -3.262 1.912 -0.869
O1 -1.701 -0.214 -2.643
N1 0.490 1.879 2.771
N2 -0.633 0.060 -0.672
N3 -1.153 1.761 1.073
N4 1.256 0.897 2.178
C1 2.070 -2.431 -1.723
C2 -1.757 0.198 -1.492
C3 0.486 -0.790 -0.874
C4 0.855 -1.742 -1.844
C5 0.798 0.413 1.025
C6 1.369 -0.581 0.189
C7 2.548 -1.263 0.373
C8 -3.134 0.539 -0.877
C9 -0.418 0.811 0.475
C10 -0.665 2.300 2.227
C11 2.905 -2.206 -0.606
H1 2.363 -3.189 -2.440
H2 3.834 -2.786 -0.509
H3 3.236 -1.018 1.193
H4 -0.636 3.748 3.978
H5 0.223 -1.903 -2.730